{
  "formula": "C35H85O30P5S5",
  "method": "ωB97M-V with the def2-TZVPD basis set",
  "species": ["C", "O", "P", "O", "O", "C", "O", "C", "H", "H", "H", "H", "H", "H", "H", "H", "H", "C", "O", "P", "O", "O", "C", "O", "C", "H", "H", "H", "H", "H", "H", "H", "H", "H", "C", "O", "P", "O", "O", "C", "O", "C", "H", "H", "H", "H", "H", "H", "H", "H", "H", "C", "O", "P", "O", "O", "C", "O", "C", "H", "H", "H", "H", "H", "H", "H", "H", "H", "C", "O", "P", "O", "O", "C", "O", "C", "H", "H", "H", "H", "H", "H", "H", "H", "H", "C", "C", "C", "S", "O", "O", "C", "H", "H", "H", "H", "H", "H", "H", "H", "C", "C", "C", "S", "O", "O", "C", "H", "H", "H", "H", "H", "H", "H", "H", "C", "C", "C", "S", "O", "O", "C", "H", "H", "H", "H", "H", "H", "H", "H", "C", "C", "C", "S", "O", "O", "C", "H", "H", "H", "H", "H", "H", "H", "H", "C", "C", "C", "S", "O", "O", "C", "H", "H", "H", "H", "H", "H", "H", "H"],
  "coordinates": [[-4.87444, -0.17651, -2.79888], [-5.62110, 0.25596, -3.93093], [-6.96221, 1.07934, -3.71809], [-7.89442, 0.69723, -2.64410], [-6.42519, 2.58015, -3.56570], [-6.14203, 3.20511, -2.27933], [-7.63854, 1.10462, -5.16224], [-6.85853, 1.32886, -6.34026], [-5.34868, 0.10436, -1.85412], [-3.90859, 0.31976, -2.81487], [-4.74496, -1.25679, -2.80557], [-6.94165, 3.87952, -1.99315], [-5.17517, 3.68022, -2.39309], [-6.11089, 2.37142, -1.57569], [-6.85139, 0.48277, -7.02486], [-5.82062, 1.55476, -6.09507], [-7.29521, 2.19107, -6.83857], [2.20966, -1.01000, 1.69742], [0.92267, -0.46197, 1.40053], [0.21534, -0.83309, 0.03893], [-0.30428, -2.21015, -0.13425], [1.25285, -0.36759, -1.12374], [1.11114, -1.05297, -2.36454], [-0.93266, 0.28006, -0.02104], [-2.13047, 0.10472, -0.76217], [2.86475, -0.38132, 2.30205], [2.74940, -1.18126, 0.76410], [2.11636, -1.94058, 2.26052], [1.21130, -0.35053, -3.19427], [0.14956, -1.55512, -2.40981], [1.94410, -1.73535, -2.55268], [-2.89754, 0.73181, -0.30014], [-2.56756, -0.89333, -0.75484], [-1.98607, 0.51548, -1.76241], [1.13385, -2.40864, 5.05287], [2.53257, -2.06513, 5.15290], [3.60680, -3.23924, 5.32545], [3.85710, -4.00566, 4.09548], [3.14257, -4.12768, 6.54749], [3.99971, -5.18151, 7.00347], [4.89335, -2.50012, 5.91762], [4.77415, -1.36548, 6.78130], [1.04268, -3.44952, 4.73316], [0.83446, -1.86308, 4.15555], [0.51656, -2.17799, 5.91377], [3.81533, -5.24382, 8.07761], [5.04202, -5.00726, 6.76187], [3.64556, -6.16233, 6.68275], [5.61822, -0.70411, 6.58912], [4.90901, -1.66819, 7.82684], [3.82762, -0.83550, 6.74176], [1.58320, 3.40850, -5.39385], [0.26580, 2.96667, -5.01726], [-0.66740, 3.80333, -4.01341], [-1.07457, 5.10196, -4.51117], [-1.76713, 2.75038, -3.54750], [-2.76637, 2.21691, -4.42029], [0.21378, 3.86031, -2.66890], [0.88851, 2.72490, -2.20061], [1.75995, 4.44154, -5.11100], [1.63956, 3.17873, -6.45661], [2.29675, 2.72290, -4.93243], [-3.73271, 2.35195, -3.93411], [-2.61583, 1.15000, -4.56356], [-2.83845, 2.72651, -5.38074], [0.53220, 1.72869, -2.46169], [0.89965, 2.74288, -1.10506], [1.96508, 2.70891, -2.40940], [3.01618, 2.97511, 2.00855], [3.55277, 2.21171, 3.08349], [3.23851, 2.65150, 4.58230], [3.94210, 1.93907, 5.65782], [3.37836, 4.23043, 4.65925], [2.95149, 4.93073, 5.82442], [1.64003, 2.43925, 4.72563], [1.11264, 1.18880, 4.33452], [2.18565, 3.62759, 2.28066], [2.77157, 2.31647, 1.17691], [3.77468, 3.66189, 1.61931], [2.81851, 4.20882, 6.63546], [2.03060, 5.48998, 5.67994], [3.75696, 5.57987, 6.16469], [1.83798, 0.38615, 4.19604], [0.53734, 1.27763, 3.40680], [0.36803, 0.86745, 5.06539], [6.95835, -1.70048, 2.91129], [7.82704, -1.80263, 4.15624], [8.60726, -0.48612, 4.14692], [7.33025, 0.81860, 3.76523], [7.90238, 1.67044, 2.74351], [6.75726, 1.37501, 4.98191], [6.15888, -0.42927, 3.10326], [6.25251, -2.53375, 2.84586], [7.58739, -1.77755, 2.02469], [8.46279, -2.68624, 4.08243], [7.31756, -1.83511, 5.11994], [9.32873, -0.42382, 3.33247], [9.12788, -0.23028, 5.06807], [5.50845, -0.10361, 2.29454], [5.52661, -0.54443, 3.98868], [-7.20174, -1.48144, -1.40878], [-8.36387, -0.55426, -1.03085], [-7.68498, 0.63935, -0.38935], [-6.35906, -0.02388, 0.69259], [-6.94077, -0.20648, 2.00876], [-5.20076, 0.83163, 0.51884], [-6.27757, -1.59436, -0.22858], [-6.78367, -1.05211, -2.32456], [-7.53944, -2.44876, -1.78932], [-9.08249, -1.00043, -0.33795], [-8.93687, -0.20119, -1.88731], [-8.33222, 1.23891, 0.24655], [-7.22902, 1.21528, -1.19637], [-6.67728, -2.30412, 0.49720], [-5.22520, -1.78893, -0.42983], [3.84499, -4.77854, -1.59180], [3.20782, -4.48235, -0.20953], [4.35840, -3.93553, 0.64290], [5.35167, -2.90702, -0.51635], [6.73253, -3.33662, -0.37335], [4.93110, -1.51132, -0.38757], [4.60805, -3.54598, -2.05236], [3.05093, -5.08372, -2.27083], [4.57640, -5.57741, -1.45350], [2.74436, -5.33305, 0.28365], [2.42028, -3.74079, -0.37759], [4.93698, -4.79997, 0.97236], [4.16277, -3.37738, 1.55775], [5.45033, -3.70537, -2.72210], [4.00663, -2.71930, -2.42199], [-1.74495, 3.29367, 0.43330], [-1.09536, 4.69324, 0.40320], [-1.99155, 5.55526, -0.40961], [-3.63653, 5.32208, 0.36115], [-4.70469, 5.43484, -0.59606], [-3.67054, 6.07198, 1.59257], [-3.24331, 3.55043, 0.72338], [-1.32393, 2.72383, 1.25738], [-1.61868, 2.79918, -0.52880], [-0.08740, 4.61186, -0.00577], [-1.02511, 5.09676, 1.41699], [-1.99836, 5.27285, -1.46734], [-1.80994, 6.62852, -0.49738], [-3.95573, 2.89839, 0.22238], [-3.39067, 3.44003, 1.79874], [-1.63968, -4.50960, -5.21475], [-2.91315, -3.86066, -5.83517], [-2.64534, -2.37843, -5.96138], [-1.48889, -1.92578, -4.64984], [-2.12194, -1.13378, -3.62161], [-0.24891, -1.45925, -5.24495], [-1.30014, -3.62449, -4.01895], [-0.82586, -4.62066, -5.93266], [-1.84215, -5.53409, -4.90090], [-3.76262, -4.05594, -5.17859], [-3.14424, -4.38301, -6.76229], [-3.49617, -1.70385, -5.85725], [-2.14476, -2.07950, -6.88334], [-2.02688, -3.83531, -3.23501], [-0.30607, -3.65714, -3.57501]],
  "forces_ev_per_angstrom": [[0.794, 0.565, 0.885], [-0.729, -0.631, -0.264], [-0.427, 2.383, -1.244], [1.882, 2.617, -6.367], [-0.339, -0.151, -0.502], [-0.026, -1.333, -0.394], [0.637, -0.705, 0.734], [0.355, 0.625, -0.201], [0.167, 0.086, -0.314], [0.046, -0.163, -0.190], [0.034, 0.065, -0.223], [0.081, 0.197, -0.167], [-0.100, 0.252, 0.275], [0.500, 0.709, 0.420], [-0.342, -0.233, 0.280], [-0.037, 0.072, 0.048], [0.044, -0.012, -0.091], [0.918, -0.847, -0.334], [-0.128, 0.566, -0.164], [-1.042, 0.001, -0.869], [0.680, 0.724, 0.155], [-0.326, -0.455, 1.143], [0.450, 0.116, -0.946], [0.968, -0.667, 0.802], [-0.999, 0.966, -0.100], [-0.637, 0.652, -0.042], [0.066, -0.164, 0.084], [-0.222, -0.100, -0.223], [-0.389, 0.287, 0.240], [0.132, -0.102, -0.117], [-0.149, -0.307, 0.522], [0.220, 0.024, 0.204], [0.665, -0.263, -0.130], [0.104, -0.459, -0.125], [0.348, -0.284, -1.924], [0.235, -0.751, 1.241], [0.723, 0.372, -0.252], [0.131, 0.295, 0.258], [-0.653, 0.122, -0.102], [-0.796, -0.517, 0.898], [-0.758, 0.056, -0.995], [0.664, 0.297, 1.339], [-0.125, -0.113, 0.482], [-0.557, 0.242, 0.377], [0.393, 0.117, 0.235], [0.509, 0.378, 0.078], [0.058, -0.010, 0.001], [0.138, 0.212, -0.759], [-0.270, 0.169, -0.405], [-0.108, -0.354, -0.151], [0.037, 0.003, -0.553], [-0.369, -1.012, -0.135], [-0.817, -0.017, 0.507], [1.484, -1.267, 0.513], [-0.399, 0.396, 0.069], [0.338, 0.230, -0.490], [-0.720, 0.103, -0.028], [-0.639, 0.485, -0.790], [1.353, -1.050, 1.582], [0.080, 0.070, -0.259], [0.144, 0.687, -0.097], [0.052, 0.292, 0.297], [0.019, 0.043, 0.064], [0.305, 0.003, -0.009], [0.339, 0.096, -0.003], [-0.638, 0.357, -0.432], [-0.453, 0.140, -0.050], [-0.151, 0.446, -0.618], [0.418, 0.895, -0.960], [0.162, 0.389, 0.768], [-0.619, -0.398, 1.613], [-0.073, -0.040, -0.974], [-0.186, -0.242, -1.155], [0.352, -0.509, 1.161], [0.678, 0.532, -0.457], [-1.190, -0.613, -0.292], [-0.257, -0.445, 0.229], [-0.265, -0.228, 0.271], [0.178, -0.171, 0.229], [-0.217, 0.101, -0.022], [0.030, -0.071, -0.361], [-0.022, 0.158, -0.355], [0.261, 0.232, 0.242], [0.305, 0.205, -0.119], [0.268, 0.045, 0.273], [-0.873, -0.688, 0.477], [0.909, 0.372, -0.026], [-0.094, 0.514, 0.022], [0.500, -0.957, 0.099], [-0.452, -0.011, 0.291], [0.635, -0.303, -0.882], [-0.176, 0.594, 0.478], [0.036, -0.048, 0.068], [-0.074, 0.467, -0.120], [0.214, 0.161, 0.148], [-0.546, -0.301, -0.294], [-0.121, -0.014, -0.112], [-0.225, 0.054, 0.108], [0.453, 0.301, -0.239], [-0.142, -0.206, -0.101], [-1.080, -0.257, -1.253], [-1.266, -1.269, 2.168], [0.518, -0.165, 1.703], [-2.799, 1.327, -0.879], [0.909, -0.454, -0.270], [0.519, -0.558, 0.126], [0.596, -0.151, 0.924], [0.101, -0.401, 0.903], [-0.117, -0.260, 0.601], [0.366, -0.422, 0.442], [-0.463, -1.310, 1.270], [0.055, 0.112, 0.046], [-0.166, -0.149, 1.741], [0.229, -0.166, -0.079], [-0.015, -0.196, -0.074], [-0.225, -0.381, 0.546], [0.189, 1.056, -0.208], [0.138, -0.155, -0.322], [-0.639, -0.356, 1.047], [-0.540, 0.707, -0.395], [0.682, -0.898, 0.004], [0.442, 0.423, 0.605], [0.262, -0.078, -0.280], [-0.164, -0.227, -0.248], [0.083, -0.188, -0.217], [-0.018, 0.083, 0.245], [0.458, 0.207, -0.239], [-0.384, 0.219, -0.222], [-0.128, -0.264, -0.107], [-0.205, -0.112, -0.028], [-0.761, 1.064, 0.161], [0.648, -0.495, 0.403], [-0.916, 1.222, -1.073], [1.743, -1.301, -0.448], [-0.240, 0.082, -0.060], [-0.107, -0.077, -0.165], [-0.197, 0.161, 0.694], [0.082, -0.351, -0.278], [0.137, -0.067, 0.091], [-0.031, 0.240, -0.061], [0.079, -0.078, 0.009], [-0.414, -0.519, 0.135], [0.211, 0.012, 0.701], [0.055, 0.106, -0.132], [-0.281, 0.078, -0.044], [-0.120, -0.136, 0.074], [0.454, -0.912, 0.254], [0.029, 0.995, -0.421], [0.316, -0.931, 0.169], [-0.036, 0.217, -0.255], [-0.646, -0.316, 0.315], [0.237, 0.186, -0.242], [0.011, 0.471, -0.088], [-0.164, 0.078, 0.166], [0.043, 0.139, 0.139], [-0.014, 0.418, -0.235], [-0.176, -0.265, 0.128], [0.088, -0.278, -0.030], [-0.063, 0.495, 0.087], [0.082, -0.283, -0.226]],
  "lowdin_charge": [-0.106, -0.193, 0.468, -0.318, -0.216, -0.036, -0.183, -0.088, 0.058, 0.057, 0.104, 0.106, 0.077, 0.052, 0.089, 0.075, 0.095, -0.080, -0.200, 0.427, -0.240, -0.218, -0.106, -0.212, -0.104, 0.081, 0.063, 0.084, 0.085, 0.045, 0.081, 0.064, 0.092, 0.069, -0.070, -0.239, 0.368, -0.230, -0.215, -0.082, -0.226, -0.079, 0.092, 0.071, 0.098, 0.091, 0.089, 0.090, 0.080, 0.092, 0.082, -0.073, -0.236, 0.374, -0.204, -0.209, -0.072, -0.205, -0.126, 0.096, 0.091, 0.083, 0.071, 0.070, 0.101, 0.072, 0.079, 0.097, -0.089, -0.211, 0.397, -0.218, -0.208, -0.088, -0.213, -0.115, 0.089, 0.086, 0.097, 0.086, 0.091, 0.092, 0.061, 0.084, 0.095, -0.221, -0.217, -0.205, 0.705, -0.340, -0.340, -0.208, 0.105, 0.120, 0.118, 0.100, 0.097, 0.099, 0.096, 0.083, -0.219, -0.235, -0.215, 0.714, -0.324, -0.352, -0.207, 0.061, 0.127, 0.121, 0.102, 0.118, 0.035, 0.107, 0.093, -0.213, -0.202, -0.216, 0.701, -0.335, -0.347, -0.213, 0.112, 0.118, 0.118, 0.100, 0.108, 0.068, 0.103, 0.079, -0.197, -0.235, -0.227, 0.696, -0.333, -0.318, -0.187, 0.110, 0.087, 0.102, 0.120, 0.097, 0.113, 0.063, 0.105, -0.209, -0.203, -0.217, 0.679, -0.341, -0.310, -0.211, 0.117, 0.114, 0.117, 0.116, 0.101, 0.108, 0.113, 0.100],
  "e_tot_ha": -7339.77993,
  "fmax_ev_per_a": 7.14,
  "smiles": "COP(=O)(OC)OC.COP(=O)(OC)OC.COP(=O)(OC)OC.COP(=O)(OC)OC.COP(=O)(OC)OC.O=S1(=O)CCCC1.O=S1(=O)CCCC1.O=S1(=O)CCCC1.O=S1(=O)CCCC1.O=S1(=O)CCCC1",
  "total_charge": 0,
  "de_lowest_ev": 4.515
}